17
Properties=species:S:1:pos:R:3:lowdin_charge:R:1 method="wB97M-V/def2-TZVPD" homo_energy_ev=-8.29 de_lowest_kj_mol=494.9 multiplicity=1 orbital_gap_ev=8.4334 charge=0
C 1.47806 1.09365 0.66313 -0.085
C 1.49631 0.47709 -0.71336 -0.083
C 0.25000 0.44702 0.11157 -0.441
C -1.10616 1.12261 -0.06134 -0.153
C -1.75523 0.09626 0.87190 0.145
C -0.93422 -1.78577 -0.34169 -0.049
C -0.49500 -0.74041 0.71432 -0.351
H 1.48617 2.17900 0.73218 0.103
H 2.01901 0.59108 1.46169 0.103
H 1.53819 1.13998 -1.57394 0.102
H 2.03994 -0.45728 -0.83983 0.101
H -1.24068 2.16141 0.26801 0.112
H -1.53759 1.04517 -1.07111 0.123
H -1.82352 -1.46089 -0.89685 0.076
H -0.13223 -1.94250 -1.06976 0.082
H -1.18736 -2.73502 0.13516 0.080
H -0.09570 -1.23140 1.60992 0.136

50
Properties=species:S:1:pos:R:3:lowdin_charge:R:1 method="wB97M-V/def2-TZVPD" homo_energy_ev=-8.92 de_lowest_kj_mol=115.8 multiplicity=1 orbital_gap_ev=9.1321 smiles="CN[C@@H](CS)C(=O)O.O.O.O.O.O.O.O.O.O.O.O" charge=0
C -3.16974 -0.24140 -0.74721 -0.110
N -1.70966 -0.00889 -0.84891 -0.048
C -1.34931 1.43062 -0.95806 -0.331
C -0.00710 1.53478 -0.25835 -0.498
S 0.62413 3.26818 -0.17747 0.740
C -1.23941 1.84366 -2.41227 -0.482
O -2.00141 2.39413 -3.16494 0.114
O -0.03430 1.43770 -2.87527 0.071
H -3.48286 -1.29352 -0.95411 0.087
H -3.49227 -0.02730 0.29711 0.082
H -3.83590 0.39207 -1.41338 0.068
H -1.32103 -0.59199 -1.54490 0.059
H -2.09762 2.03733 -0.39978 0.146
H 0.71592 0.78183 -0.63131 0.079
H -0.11096 1.28817 0.85650 0.045
H 1.84284 3.06945 -0.75940 -0.118
H 0.01854 1.56814 -3.84698 0.153
O 2.47811 -1.16871 1.97704 -0.072
H 2.76431 -0.26660 2.22545 0.053
H 3.06670 -1.31490 1.22560 0.054
O 2.25364 -2.13890 -0.50614 -0.105
H 2.12790 -2.78204 0.21126 0.000
H 1.47161 -2.08107 -1.10068 -0.002
O 1.28708 -2.80001 3.55273 -0.058
H 2.06002 -2.35608 3.88935 0.053
H 0.62444 -2.14805 3.24596 0.025
O -4.43735 2.24933 -1.00466 -0.075
H -4.85630 3.05403 -0.67985 0.055
H -3.99336 2.38972 -1.84960 0.027
O 2.85243 0.05976 -2.14196 -0.065
H 1.95790 0.38134 -2.30177 -0.009
H 2.73812 -0.48958 -1.34708 -0.006
O 1.97495 1.67474 2.50248 -0.082
H 2.07424 2.58994 2.78084 0.047
H 1.01967 1.51870 2.46885 -0.031
O -0.05630 -2.32676 -1.75754 -0.046
H -0.62196 -2.64629 -1.05777 0.028
H 0.46378 -2.89788 -2.32171 0.075
O -0.79517 -4.48166 -0.25134 -0.048
H -1.12158 -5.37188 -0.38557 0.048
H -0.36568 -4.50203 0.61243 0.026
O -0.44615 2.24765 3.18532 -0.051
H -1.34047 2.58975 3.17672 0.064
H -0.51826 1.37835 3.58809 0.053
O 1.68504 -4.12995 1.37314 -0.091
H 2.31436 -4.85857 1.42719 0.061
H 1.70666 -3.70140 2.29606 0.023
O -0.19912 -0.97075 2.11949 -0.063
H 0.67976 -0.93435 1.70403 0.013
H -0.91126 -0.79641 1.49284 0.039

75
Properties=species:S:1:pos:R:3:lowdin_charge:R:1 method="wB97M-V/def2-TZVPD" homo_energy_ev=-7.54 multiplicity=1 orbital_gap_ev=8.2549 smiles=CP(C)[SiH2]C[C@@H]1CO1.CCO.CCO.CCO.CCO.CCO.CCO charge=0
C 0.43108 2.53296 -1.80680 -0.363
P 0.84825 1.70704 -3.40019 0.692
C -0.25356 0.25258 -3.55199 -0.361
Si 2.94438 0.99917 -3.19253 0.474
C 3.07553 -0.85827 -2.86027 -0.286
C 2.25749 -1.31464 -1.64964 -0.453
C 1.85632 -0.32672 -0.61588 -0.031
O 2.94103 -1.45087 -0.46838 -0.082
H -0.27140 1.95156 -1.21435 0.034
H 1.34608 2.70814 -1.25163 -0.020
H -0.05395 3.47181 -2.05092 0.014
H -1.21737 0.58320 -3.92673 0.023
H -0.42596 -0.26709 -2.61001 0.022
H 0.15631 -0.45366 -4.26997 0.024
H 3.56774 1.76859 -2.08598 -0.051
H 3.72261 1.30564 -4.41317 -0.068
H 4.09497 -1.17871 -2.65921 0.056
H 2.67595 -1.38310 -3.72692 0.067
H 1.50105 -2.06222 -1.85815 0.131
H 2.48581 0.51002 -0.34449 0.090
H 1.24932 -0.61917 0.23078 0.093
C -2.73965 4.27136 0.20748 -0.090
C -3.33232 4.16374 -1.18336 -0.325
O -3.15527 2.86252 -1.72578 -0.090
H -1.67135 4.04705 0.19155 0.055
H -2.87648 5.27501 0.61744 0.076
H -3.21448 3.55240 0.87184 0.055
H -2.84589 4.85600 -1.87054 0.110
H -4.40067 4.40418 -1.15727 0.100
H -3.60014 2.24989 -1.12872 0.066
C -7.45173 1.97869 -0.35760 -0.087
C -6.31031 1.48022 0.50750 -0.305
O -5.32576 2.49125 0.73121 -0.100
H -7.07397 2.33177 -1.31754 0.076
H -8.17968 1.18718 -0.53805 0.075
H -7.96707 2.81231 0.12525 0.073
H -5.78771 0.65939 0.01865 0.113
H -6.68742 1.11465 1.46763 0.109
H -5.75291 3.22844 1.17901 0.090
C 7.07724 -2.52784 -2.34605 -0.095
C 7.77663 -1.33165 -2.96538 -0.323
O 6.86470 -0.28905 -3.29643 -0.092
H 6.31868 -2.91612 -3.02654 0.073
H 7.78712 -3.32529 -2.12217 0.072
H 6.57699 -2.24553 -1.41643 0.072
H 8.26046 -1.61150 -3.89989 0.110
H 8.54741 -0.94964 -2.28699 0.108
H 6.43146 -0.00988 -2.48307 0.072
C -0.38126 -3.50473 2.42589 -0.081
C -1.54530 -3.08242 1.55097 -0.315
O -1.29233 -1.85022 0.87809 -0.090
H -0.16285 -2.73305 3.16466 0.079
H -0.60905 -4.43434 2.94792 0.053
H 0.52119 -3.65330 1.82688 0.074
H -2.43738 -2.91980 2.15277 0.111
H -1.77020 -3.86392 0.81705 0.110
H -0.51145 -1.97249 0.32903 0.051
C -2.10109 -7.86243 5.50480 -0.094
C -1.59480 -6.54479 4.94892 -0.334
O -2.65716 -5.67998 4.55550 -0.089
H -2.72274 -8.37058 4.76759 0.076
H -1.27224 -8.51754 5.77554 0.074
H -2.70984 -7.69676 6.39668 0.072
H -0.99998 -6.71250 4.05210 0.105
H -0.95986 -6.04076 5.68566 0.110
H -3.19498 -5.50022 5.33276 0.079
C 1.20796 5.72966 1.39148 -0.085
C 2.08866 4.52260 1.65555 -0.312
O 2.45993 3.85610 0.45150 -0.104
H 0.30830 5.43178 0.85250 0.058
H 0.91361 6.21125 2.32489 0.075
H 1.73469 6.46552 0.77927 0.074
H 1.55701 3.78325 2.25246 0.112
H 2.98688 4.82167 2.20633 0.107
H 2.94470 4.48218 -0.09611 0.085

39
Properties=species:S:1:pos:R:3:lowdin_charge:R:1 method="wB97M-V/def2-TZVPD" homo_energy_ev=-10.51 de_lowest_kj_mol=522.1 multiplicity=1 orbital_gap_ev=10.0343 charge=0
H -1.61857 0.66746 0.08617 0.038
H -0.42995 0.19909 -0.63340 0.057
H -4.52621 -1.29086 2.25758 0.073
H -5.60906 -1.31568 1.24731 0.029
H -3.84222 -0.70622 -2.51875 0.085
H -2.21188 -0.46068 -2.54149 -0.021
H 0.25072 -0.15670 2.95875 -0.013
H -0.93459 0.75027 3.12115 0.032
H 0.94579 -2.81620 0.74025 -0.014
H 2.28141 -3.57529 0.48059 0.031
H -1.71697 -3.17443 -0.93643 0.077
H -2.29611 -2.23188 0.08148 -0.008
H -2.10534 3.22356 -2.54828 0.018
H -1.39056 2.14286 -1.72139 -0.021
H -0.88645 3.93629 1.52755 0.099
H -1.77214 3.59536 2.74314 -0.029
H 2.13441 2.79042 -2.66485 0.074
H 2.79948 3.39525 -1.51754 -0.050
H 2.99385 -0.38834 2.48536 -0.007
H 3.01225 -0.54992 0.93702 -0.013
H 3.33290 1.61235 -0.76864 0.033
H 4.56504 2.37289 -0.41333 0.024
H 2.95523 -3.20212 -1.15342 0.034
H 1.98989 -2.93211 -2.10643 -0.005
H 0.26663 -0.20248 0.83679 0.033
H 1.33046 -1.14371 0.03030 0.095
O -1.21384 0.86621 -0.74490 -0.076
O -4.70175 -0.99790 1.31038 -0.086
O -2.96655 -0.73465 -3.04476 -0.092
O -0.57832 -0.10161 3.37603 -0.008
O 1.35384 -3.69292 0.79891 -0.078
O -1.53649 -2.36774 -0.41682 -0.028
O -1.25445 3.04067 -2.14307 -0.109
O -0.98260 4.01674 2.55258 -0.066
O 2.04664 2.99041 -1.72240 0.011
O 3.50194 -0.51653 1.74267 0.010
O 4.25652 1.46657 -0.39505 -0.077
O 2.18843 -3.60141 -1.53973 0.007
O 0.36861 -0.90706 0.21669 -0.056

15
Properties=species:S:1:pos:R:3:lowdin_charge:R:1 method="wB97M-V/def2-TZVPD" homo_energy_ev="-8.51 / -10.23" de_lowest_kj_mol=117.3 multiplicity=1 orbital_gap_ev="6.8089 / 9.2287" charge=0
C -2.22218 -0.82740 0.83486 -0.088
C 2.04910 0.18538 -0.92096 -0.060
C -2.09677 0.14128 -0.15513 -0.286
C 0.77993 0.19022 -0.40252 -0.030
C -1.64011 1.46286 -0.05134 -0.218
N -2.27930 -0.51309 -1.33339 0.116
N 0.40673 -1.07450 -0.07102 0.004
N -2.45632 -1.70932 -1.07448 0.060
N 1.35999 -1.85583 -0.41987 0.029
O -2.46211 -1.95274 0.26967 0.029
O 2.41543 -1.15547 -0.95957 -0.037
F -1.55588 2.07766 -1.22307 0.131
F -1.69963 2.39160 0.97564 0.105
H -2.11678 -0.69078 1.98581 0.188
H 2.71900 0.79729 -1.30020 0.059

40
Properties=species:S:1:pos:R:3:lowdin_charge:R:1 method="wB97M-V/def2-TZVPD" homo_energy_ev=-8.08 de_lowest_kj_mol=46.3 multiplicity=1 orbital_gap_ev=8.4126 smiles="COc1ccc2c(c1OC)C(=O)O[C@@H]2CC(=O)c1ccc(O)cc1" charge=0
C -4.84683 -2.81917 -0.33502 -0.084
O -4.40899 -1.53953 -0.71639 -0.065
C -3.40223 -0.95750 -0.01142 -0.184
C -2.76015 -1.53582 1.06686 0.001
C -1.71679 -0.87850 1.71508 -0.018
C -1.37689 0.37406 1.28182 -0.143
C -2.03173 1.00715 0.21294 0.002
C -3.02587 0.33083 -0.49185 -0.123
O -3.69561 0.71733 -1.58763 -0.034
C -3.14608 1.69724 -2.44692 -0.045
C -1.45724 2.36929 0.12120 -0.400
O -1.77020 3.31449 -0.55078 0.120
O -0.47550 2.48358 1.04731 0.078
C -0.31750 1.29536 1.80329 -0.233
C 1.11706 0.76406 1.66766 -0.037
C 1.47986 0.36586 0.24319 -0.320
O 0.65145 0.26290 -0.63296 0.124
C 2.91384 0.10976 -0.01553 -0.155
C 3.31114 -0.05206 -1.34707 0.001
C 4.62407 -0.29168 -1.67758 0.004
C 5.58502 -0.38582 -0.67113 -0.315
O 6.86675 -0.62360 -1.02786 0.069
C 5.19981 -0.23704 0.65938 -0.017
C 3.88168 0.01081 0.98359 -0.025
H -5.64458 -3.07375 -1.03092 0.095
H -4.04594 -3.56178 -0.41675 0.097
H -5.24385 -2.82335 0.68573 0.096
H -3.04349 -2.51888 1.40628 0.104
H -1.20310 -1.35153 2.53734 0.115
H -3.26266 2.70365 -2.04387 0.084
H -2.08426 1.50886 -2.62193 0.106
H -3.69843 1.60267 -3.38122 0.095
H -0.48984 1.55206 2.85934 0.166
H 1.80299 1.54381 2.00171 0.131
H 1.22998 -0.10935 2.31291 0.135
H 2.55626 0.02191 -2.11501 0.121
H 4.93473 -0.41040 -2.70306 0.120
H 7.43342 -0.66203 -0.24706 0.112
H 5.94306 -0.31655 1.44215 0.114
H 3.61665 0.11266 2.02415 0.109

| no. | E (a.u.) |
| --- | --- |
| 1 | -272.52952 |
| 2 | -1602.06982 |
| 3 | -1834.47728 |
| 4 | -993.57438 |
| 5 | -760.65906 |
| 6 | -1146.95107 |